ORCA calculation (ωB97M-V/def2-TZVPD) on a cluster of 11 separate species, C48H114N8O16 in total.

```
186
Properties=species:S:1:pos:R:3:forces:R:3
C -18.169 -10.839 -0.046 0.6277 0.6100 1.6226
O -17.629 -11.019 1.070 -1.2924 -0.0297 -1.5859
N -19.549 -10.997 -0.252 2.1758 0.5808 -0.8278
N -17.365 -10.391 -1.117 -1.6940 -0.0974 -0.0713
H -19.896 -11.042 -1.187 -0.0733 -0.1226 -0.3350
H -20.235 -11.141 0.462 0.1951 -0.2462 0.5235
H -16.408 -10.126 -0.889 -0.7043 -0.2166 0.1947
H -17.832 -9.812 -1.832 0.4493 -0.5118 0.5723
C -19.167 -10.738 -4.990 0.6869 1.4049 0.3575
O -19.711 -11.832 -4.903 -0.0904 0.2658 0.1030
N -19.417 -9.696 -4.112 -1.1069 -1.4333 0.7242
N -18.229 -10.432 -5.984 -0.5199 -0.4647 0.4647
H -19.030 -8.788 -4.219 0.2893 0.5205 -0.1886
H -20.169 -9.746 -3.375 1.1217 -0.3386 -1.5689
H -17.959 -11.210 -6.571 -0.1072 0.0909 0.2118
H -17.517 -9.720 -5.863 -0.4944 -0.1945 0.1663
C -23.288 -9.400 -1.573 -1.1683 0.0907 0.6606
C -23.531 -9.297 -0.100 0.1946 -0.1064 2.3472
O -22.513 -10.068 0.593 -0.4467 -0.3557 -1.5027
O -21.979 -8.981 -1.777 1.4066 -0.3432 -0.4548
H -24.009 -8.712 -2.013 0.1970 0.2941 -0.4639
H -23.510 -10.385 -1.970 0.2526 -0.4019 -0.0997
H -24.519 -9.640 0.283 0.3797 0.1342 -0.6659
H -23.427 -8.233 0.181 -0.0203 -0.4308 -0.1247
H -22.076 -9.661 1.351 -0.2937 0.5487 0.5032
H -21.463 -9.358 -1.030 -0.3620 0.0787 -0.2468
C -28.359 -11.616 2.342 0.3184 0.6177 1.1272
C -27.525 -10.312 2.422 -0.7605 -0.5814 -0.2894
O -27.924 -9.511 1.316 0.5013 0.3250 0.2933
O -28.383 -12.172 1.054 -0.1181 0.0510 -0.5758
H -29.409 -11.434 2.610 0.2991 0.0424 -0.1356
H -27.932 -12.279 3.089 -0.0474 -0.4988 0.1159
H -26.453 -10.628 2.374 -0.4873 0.6426 0.0158
H -27.765 -9.738 3.345 0.4518 -0.5563 -0.4180
H -28.346 -10.143 0.728 -0.1107 0.0029 -0.5511
H -27.509 -12.432 0.733 0.1253 0.0033 0.3742
C -20.116 -13.157 2.588 -0.2042 -0.6851 -0.3032
C -19.266 -14.234 3.255 -1.1610 -0.5115 -0.9994
O -17.910 -14.120 2.896 0.4923 0.0918 0.3404
O -19.726 -11.866 2.990 0.3826 0.5611 -0.4184
H -21.166 -13.312 2.894 0.3365 0.1565 -0.0082
H -20.100 -13.324 1.477 0.1249 0.4423 0.7330
H -19.745 -15.172 2.891 0.5505 0.1402 0.4452
H -19.395 -14.169 4.342 0.3683 -0.0233 -0.1409
H -17.627 -14.711 2.187 -0.5130 0.0974 0.1733
H -18.872 -11.650 2.556 -0.1684 -0.1116 -0.0073
C -20.650 -14.910 -3.777 -0.7387 -0.3991 1.5660
C -20.801 -15.170 -5.234 -0.9585 1.3031 -1.2722
O -20.115 -14.285 -6.078 0.3925 0.0773 -0.3466
O -21.370 -13.785 -3.274 0.0132 1.2403 -0.7284
H -19.676 -14.885 -3.278 0.3516 -0.2208 -0.8617
H -21.222 -15.681 -3.302 0.0466 -1.0407 0.3355
H -21.884 -15.115 -5.514 0.4283 -0.0785 0.6081
H -20.469 -16.107 -5.587 0.3681 -1.6304 0.4240
H -19.969 -13.484 -5.584 0.2509 0.9552 -0.1022
H -20.991 -12.969 -3.649 -0.0674 -0.1985 0.0506
C -23.429 -13.160 -0.452 1.1236 2.3765 -0.0641
C -23.526 -13.309 1.051 -0.1447 -0.3795 -0.7732
O -24.897 -13.448 1.351 -0.6455 0.3455 1.1858
O -22.014 -13.097 -0.653 -0.0281 -0.2507 -0.2646
H -23.839 -12.150 -0.792 -0.0249 -1.3636 0.4408
H -23.894 -13.973 -1.006 -0.1126 -0.0954 0.1484
H -23.046 -12.469 1.598 -0.2294 -0.4327 -0.5696
H -23.010 -14.252 1.238 0.2355 0.0140 0.4889
H -24.968 -13.371 2.316 -0.2347 -0.1278 -0.4179
H -21.792 -13.429 -1.536 0.0217 -0.0061 -0.1737
C -25.572 -7.105 2.022 1.2517 -0.8861 -0.7474
C -26.113 -5.713 2.194 -2.1037 1.0370 1.1958
C -25.101 -4.713 2.776 -0.6985 -0.7529 -0.8374
C -24.172 -4.278 1.715 1.7856 0.1104 -1.4902
C -24.827 -3.800 0.433 -0.6024 0.2283 0.3697
C -25.877 -4.783 -0.146 -0.4276 0.9293 0.4257
N -26.784 -5.074 1.020 1.9958 0.2073 -0.2303
O -27.834 -5.892 0.618 -0.8054 -0.2867 -0.5036
C -26.710 -4.002 -1.210 -0.9070 -0.2372 0.1271
C -25.135 -5.953 -0.785 -0.4504 -0.3339 -1.8449
C -27.262 -5.808 3.221 -0.2205 -0.8210 0.5441
H -25.332 -7.551 2.983 -0.2595 0.0550 0.3436
H -24.607 -7.071 1.513 -0.0579 -0.0992 0.0808
H -26.183 -7.856 1.475 0.0544 0.6460 0.2918
H -25.682 -3.845 3.087 0.0457 -0.0173 0.3975
H -24.567 -5.190 3.589 -0.0467 0.0912 0.4017
H -23.390 -4.978 1.404 -0.3123 -0.8395 0.3804
H -23.530 -3.490 2.048 0.2627 0.9260 0.5260
H -24.050 -3.536 -0.283 -0.0352 -0.2544 -0.3111
H -25.315 -2.861 0.676 -0.4439 0.2163 -0.1292
H -26.060 -3.449 -1.885 0.2391 -0.1036 -0.0979
H -27.381 -4.639 -1.821 0.5957 -0.0227 0.3195
H -27.415 -3.253 -0.783 0.7113 -0.4998 0.2440
H -24.711 -5.545 -1.733 0.1952 -0.2453 0.7141
H -24.358 -6.413 -0.180 0.0957 0.3735 -0.1459
H -25.769 -6.778 -1.184 -0.0717 0.4882 0.6518
H -27.992 -5.026 3.167 -0.0505 0.8494 -0.2760
H -26.917 -5.851 4.256 0.3349 -0.0452 -0.0528
H -27.858 -6.704 3.066 0.0279 -0.3345 -0.0165
H -27.619 -6.781 0.922 -0.0852 -0.4402 -0.2801
C -20.348 -7.029 3.749 0.3312 0.0621 0.7779
C -20.904 -8.034 4.757 -1.6702 -0.7702 -1.2236
C -21.747 -7.320 5.785 0.1988 0.8304 1.0847
C -22.616 -8.225 6.697 1.0060 1.6396 -1.7062
C -23.528 -8.979 5.803 -1.3252 -1.5018 -0.1353
C -22.787 -9.837 4.770 -0.1294 0.4362 0.3514
N -21.944 -8.903 4.022 1.2404 1.7178 0.3381
O -21.339 -9.524 2.928 -0.5059 0.6253 -0.7286
C -22.050 -11.045 5.339 -1.5698 0.1977 1.2579
C -23.815 -10.287 3.781 -1.2775 -1.0777 -0.8690
C -19.743 -8.801 5.368 -0.4220 -0.5131 -0.7375
H -19.853 -6.131 4.160 -0.3582 -0.4954 0.3446
H -21.139 -6.720 3.129 -1.1155 0.5840 -0.7319
H -19.628 -7.497 3.121 0.6759 -0.5220 -0.6082
H -20.979 -6.887 6.409 0.0737 0.7344 0.5300
H -22.355 -6.464 5.378 0.5346 -0.9970 0.0111
H -23.242 -7.547 7.226 -0.2271 0.4438 1.2047
H -21.935 -8.779 7.342 -0.4862 -0.3668 0.0933
H -24.263 -8.320 5.212 1.1366 -0.6429 1.0779
H -24.118 -9.675 6.448 0.0068 0.3668 -0.6694
H -22.771 -11.677 5.900 0.1218 -0.0440 -0.8505
H -21.591 -11.548 4.519 0.5507 -0.7274 -0.1821
H -21.381 -10.793 6.138 0.7080 0.1503 0.0153
H -24.763 -10.699 4.197 0.6701 0.3953 0.2319
H -24.058 -9.450 3.145 -0.3073 0.3400 -0.1604
H -23.457 -11.055 3.100 0.3020 -0.1351 -0.0395
H -19.193 -9.396 4.620 0.0919 0.6290 0.0026
H -20.112 -9.571 6.019 0.2176 0.2081 0.9202
H -19.122 -8.042 5.828 0.4775 -0.3192 0.3248
H -20.704 -10.147 3.245 1.0381 -1.2786 0.2201
C -18.479 -6.736 0.090 -0.1018 0.7423 -0.8629
C -19.660 -5.999 -0.623 1.4131 1.3122 0.3727
C -19.420 -4.459 -0.430 0.0319 0.3333 -0.3732
C -20.469 -3.664 -1.280 0.3596 -0.2616 0.1701
C -20.434 -4.028 -2.749 0.3530 -0.1635 -0.8479
C -20.489 -5.535 -3.023 -0.4257 -0.9440 -1.2364
N -19.618 -6.214 -2.077 1.1809 -0.0114 0.2976
O -19.497 -7.586 -2.377 -1.5743 -0.5403 -0.2223
C -21.975 -6.015 -2.957 0.8523 0.3007 0.7629
C -19.976 -5.813 -4.474 1.0795 0.0000 -0.0345
C -20.920 -6.370 0.102 -0.2869 0.6901 1.0429
H -18.568 -6.460 1.149 0.1184 -0.4748 -0.1790
H -17.538 -6.288 -0.276 -0.2320 -0.4527 0.0378
H -18.483 -7.826 -0.093 -0.0530 0.5777 0.3427
H -19.559 -4.234 0.641 -0.0480 -0.0334 -0.3142
H -18.347 -4.165 -0.656 -1.2603 -0.4192 -0.1163
H -20.374 -2.570 -1.214 0.0461 -0.3399 0.3557
H -21.472 -3.946 -0.955 0.0181 0.3397 0.4338
H -19.543 -3.613 -3.241 -0.0446 -0.1299 0.1987
H -21.298 -3.613 -3.286 0.1599 0.1785 0.2200
H -22.306 -5.584 -2.015 -0.7767 -0.4055 -0.0590
H -22.550 -5.640 -3.774 -0.3170 0.7442 -0.5814
H -22.163 -7.086 -3.028 0.4096 0.0002 0.3963
H -20.623 -5.282 -5.194 0.3113 -0.1353 0.2946
H -18.905 -5.444 -4.586 -1.2876 -0.3792 0.1266
H -19.981 -6.896 -4.772 -0.2203 0.9880 0.4588
H -20.783 -6.348 1.194 0.3283 -0.2232 -0.4154
H -21.204 -7.353 -0.179 -0.7193 -0.7794 -0.2088
H -21.692 -5.619 -0.032 -0.4582 -0.3399 -0.4331
H -20.439 -7.915 -2.470 1.0154 0.3201 0.3260
C -23.483 -6.308 -7.162 -0.6492 -1.1328 -1.1632
C -24.388 -7.578 -7.105 0.0761 -0.6956 -0.4402
C -24.700 -8.191 -8.505 0.6448 1.0976 -0.7884
C -25.304 -9.588 -8.438 0.2152 0.0816 0.2503
C -24.359 -10.428 -7.597 -1.1129 -1.4462 0.4195
C -24.090 -9.920 -6.179 0.7263 -0.0710 -0.4955
N -23.550 -8.601 -6.398 -0.3553 1.4670 0.2350
O -23.246 -8.085 -5.110 -0.8670 -0.1997 0.7752
C -25.238 -10.090 -5.190 0.0541 -0.3612 1.1627
C -22.995 -10.720 -5.509 1.2259 -1.4419 0.0305
C -25.775 -7.185 -6.488 1.5617 -1.1687 -0.2277
H -23.425 -5.873 -6.166 0.2731 0.1545 -0.2350
H -23.892 -5.635 -7.911 -0.4085 0.4589 0.2602
H -22.520 -6.577 -7.616 0.0223 -0.0759 0.7121
H -25.409 -7.487 -8.977 0.3366 -0.2495 -0.0899
H -23.765 -8.205 -9.141 -0.8512 -0.0253 0.6952
H -25.408 -10.066 -9.424 0.1360 0.3763 0.1460
H -26.321 -9.557 -8.032 0.1346 0.0022 0.1730
H -23.485 -10.654 -8.188 0.8190 0.5121 0.2062
H -24.758 -11.420 -7.446 -0.5382 -0.5441 -0.0743
H -26.129 -9.536 -5.307 -0.9710 0.5699 -0.5186
H -25.500 -11.145 -5.229 -0.0877 -0.1037 0.1803
H -24.922 -9.891 -4.126 -0.1528 -0.3197 -0.9604
H -22.879 -10.661 -4.422 -0.2665 0.7644 -0.0856
H -23.127 -11.798 -5.611 -0.3230 -0.1748 -0.4893
H -22.030 -10.508 -5.941 0.3156 0.1921 -0.2078
H -25.578 -6.794 -5.520 -0.1258 0.6880 0.9390
H -26.431 -8.048 -6.359 -0.1164 0.4348 -0.4617
H -26.147 -6.435 -7.160 -0.6101 0.3352 0.0023
H -24.032 -8.415 -4.607 0.9873 0.8536 0.1421
```
Forces are in eV/Å.

The SMILES is CC1(C)CCCC(C)(C)N1O.CC1(C)CCCC(C)(C)N1O.CC1(C)CCCC(C)(C)N1O.CC1(C)CCCC(C)(C)N1O.NC(N)=O.NC(N)=O.OCCO.OCCO.OCCO.OCCO.OCCO. The largest force on an atom is 2.633 eV/Å. The electronic energy is -96300.2283 eV.